Density functional theory data (ωB97M-V with the def2-TZVPD basis set) for a 8-piece molecular cluster, C21H49ClN7O11 overall.

```
89
Properties=species:S:1:pos:R:3:mulliken_charge:R:1
Cl -15.15 17.87 18.30 1.80
O -15.39 18.77 17.25 -0.68
O -16.31 17.71 19.06 -0.59
O -14.89 16.58 17.76 -0.77
O -14.11 18.34 19.17 -0.71
C -17.95 20.52 23.58 0.04
O -17.71 19.41 24.07 -0.53
N -17.53 20.87 22.38 0.26
C -17.78 22.21 21.88 -1.07
C -16.92 19.98 21.43 -1.04
H -18.35 21.39 24.13 0.27
H -18.77 22.16 21.43 0.38
H -17.15 22.56 21.06 0.31
H -17.89 22.97 22.66 0.36
H -17.49 19.80 20.52 0.18
H -15.99 20.50 21.19 0.57
H -16.51 19.06 21.84 0.28
C -18.08 15.18 16.58 0.35
O -18.41 14.12 17.10 -0.67
N -18.81 15.66 15.56 0.17
C -20.11 15.01 15.20 -1.07
C -18.47 16.89 14.81 -0.81
H -17.20 15.76 16.90 0.20
H -20.00 14.25 14.42 0.34
H -20.92 15.65 14.84 0.36
H -20.66 14.51 16.00 0.35
H -18.45 16.66 13.74 0.34
H -19.28 17.62 14.85 0.25
H -17.55 17.29 15.23 0.20
C -10.34 22.42 16.96 0.03
O -9.45 23.24 17.11 -0.64
N -11.29 22.08 17.81 0.21
C -12.36 21.22 17.39 -0.76
C -11.31 22.66 19.15 -1.13
H -10.38 21.90 15.99 0.42
H -12.38 21.14 16.30 0.33
H -13.36 21.53 17.71 0.40
H -12.23 20.23 17.82 -0.04
H -11.69 21.99 19.91 0.38
H -10.34 22.85 19.60 0.38
H -11.92 23.56 19.19 0.34
C -11.57 19.71 14.13 0.14
O -10.84 20.58 13.72 -0.57
N -11.39 19.05 15.31 0.28
C -12.33 18.12 15.81 -0.60
C -10.10 19.01 15.97 -0.75
H -12.51 19.44 13.62 0.31
H -11.90 17.13 15.95 0.29
H -13.20 18.09 15.15 0.29
H -12.63 18.39 16.82 -0.08
H -10.36 19.34 16.98 -0.04
H -9.77 17.98 16.09 0.39
H -9.36 19.68 15.54 0.35
C -9.45 17.37 21.54 0.21
O -8.97 17.96 22.49 -0.61
N -9.79 17.94 20.36 0.16
C -10.50 17.25 19.32 -0.91
C -9.44 19.30 20.09 -1.03
H -9.82 16.33 21.49 0.29
H -9.88 17.27 18.42 0.27
H -11.42 17.79 19.09 0.33
H -10.77 16.20 19.45 0.38
H -9.16 19.46 19.05 0.29
H -10.34 19.92 20.12 0.29
H -8.67 19.73 20.72 0.35
C -18.06 16.56 21.89 0.12
O -17.79 16.82 23.08 -0.61
N -19.06 17.07 21.15 0.26
C -19.33 16.53 19.76 -1.05
C -19.90 18.16 21.69 -0.98
H -17.56 15.77 21.30 0.31
H -19.14 17.20 18.92 0.18
H -20.36 16.18 19.73 0.47
H -18.76 15.66 19.43 0.30
H -20.90 17.92 21.32 0.42
H -19.98 18.15 22.78 0.34
H -19.77 19.13 21.23 0.17
C -19.65 19.59 16.98 0.40
O -20.67 18.91 16.83 -0.68
N -19.58 20.84 17.52 0.16
C -18.28 21.45 17.84 -0.46
C -20.82 21.59 17.86 -0.96
H -18.63 19.28 16.71 0.19
H -18.19 21.94 18.81 0.06
H -18.05 22.18 17.06 0.39
H -17.42 20.80 17.65 0.01
H -20.92 22.41 17.15 0.34
H -21.76 21.04 17.73 0.30
H -20.75 21.83 18.92 0.27
```

Summary:
total charge = -1
energy above the lowest of the compared OMol25 structures with the same formula, charge and spin = 133.1 kcal/mol
HOMO level = -0.2412 Eh
LUMO = 0.0763 Ha
spin multiplicity = 1
E_tot = -2500.454740 Ha
gap between HOMO and LUMO = 8.64 eV